Entry from the Open Molecules 2025 dataset: a structure of composition C28H33BrF3FeN5 (the ωB97M-V functional and the def2-TZVPD basis).

Calculated values
Total charge: +3
Electronic energy (eV): -149578.407
HOMO level (alpha / beta) (eV): -16.3 / -16.3
Multiplicity: 2
Lowest unoccupied orbital energy (alpha / beta) (eV): -9.80 / -9.11
⟨S²⟩: 0.86

```
71
Properties=species:S:1:pos:R:3:lowdin_spin:R:1
Fe 0.1345 -0.7146 0.0690 1.189
Br -0.8701 -2.2946 1.7392 -0.023
C -1.2541 -0.9231 3.0136 -0.006
C -1.7342 -1.2168 4.2511 0.005
C -2.0527 -0.1370 5.1042 -0.004
C -1.9174 1.1519 4.6710 0.003
C -1.4427 1.4449 3.3679 -0.007
C -1.3702 2.7692 2.8725 0.030
C -0.9856 3.0145 1.5856 -0.011
C -0.6059 1.9491 0.7368 0.008
C -0.5602 0.6673 1.2205 -0.162
C -1.0641 0.3746 2.5167 -0.016
H -1.8857 -2.2372 4.5766 0.000
H -2.4290 -0.3462 6.0959 0.000
H -2.1925 1.9741 5.3192 0.000
H -1.6694 3.5848 3.5187 0.001
H -0.9852 4.0239 1.1965 -0.002
H -0.3774 2.1788 -0.2919 -0.001
C 3.6092 -1.0516 3.2020 0.000
C 2.3076 -0.7315 2.4313 0.001
N 2.3055 -1.3608 1.0879 -0.001
C 2.4591 -2.8287 1.2516 -0.001
C 3.7789 -3.1841 1.9710 -0.001
N 4.4738 -1.9031 2.3193 0.000
C 4.8044 -1.1553 1.0656 0.000
C 3.4781 -0.8705 0.3253 0.000
H 3.4263 -1.6072 4.1196 0.000
H 4.1803 -0.1581 3.4459 0.000
H 2.1833 0.3445 2.3167 0.000
H 1.4494 -1.1057 2.9858 0.000
H 2.4309 -3.2948 0.2675 0.000
H 1.6218 -3.2048 1.8287 0.000
H 4.4571 -3.7592 1.3438 0.000
H 3.6135 -3.7326 2.8961 0.000
H 5.3390 -2.1229 2.8158 0.000
H 5.4857 -1.7702 0.4811 0.000
H 5.3227 -0.2440 1.3568 0.000
H 3.4797 -1.3560 -0.6494 0.000
H 3.3799 0.1982 0.1690 0.000
N -1.3558 -0.7719 -1.0353 -0.011
C -2.3753 -0.6595 -1.5989 0.005
N -3.4773 -0.5342 -2.2209 0.015
C -3.5501 0.0979 -3.5777 0.001
C -4.9184 0.7525 -3.7468 0.000
C -5.3712 1.4222 -2.4523 0.000
C -5.5580 0.3971 -1.3142 0.000
C -4.7804 -0.8861 -1.5842 0.001
H -3.3733 -0.6787 -4.3218 0.000
H -2.7495 0.8360 -3.6361 0.000
H -5.6511 0.0131 -4.0739 0.000
H -4.8373 1.4811 -4.5529 0.000
H -6.3020 1.9583 -2.6244 0.000
H -4.6332 2.1743 -2.1609 0.000
H -6.6081 0.1271 -1.2001 0.000
H -5.2370 0.8266 -0.3643 0.000
H -5.2913 -1.5363 -2.2929 0.001
H -4.5812 -1.4646 -0.6846 0.000
F 3.7931 1.1335 -5.4280 0.000
C 2.9883 2.0063 -4.8221 0.000
F 3.6882 3.0881 -4.4959 0.000
F 2.0196 2.3546 -5.6705 0.000
C 2.3707 1.3614 -3.5897 0.000
C 1.6967 0.1568 -3.7226 -0.001
C 1.1173 -0.4024 -2.6038 -0.001
N 1.1891 0.1663 -1.3843 -0.014
C 1.8670 1.3200 -1.2670 -0.001
C 2.4654 1.9502 -2.3397 0.000
H 1.6161 -0.3390 -4.6808 0.000
H 0.5798 -1.3394 -2.6741 0.000
H 1.9389 1.7421 -0.2746 0.000
H 2.9962 2.8815 -2.1990 0.000
```